Density functional theory data (ωB97M-V/def2-TZVPD) for an isolated ion of composition Cl3OP2 and charge +1.

XYZ file:
```
6
Properties=species:S:1:pos:R:3:forces:R:3:mulliken_charge:R:1
O 0.3014 0.6731 -0.6224 0.078 0.266 -0.208 -0.1100
P 1.8310 0.6489 -0.6824 -0.440 -0.109 0.179 0.6876
P -0.8156 -0.1161 0.5960 0.449 -0.446 0.752 0.5833
Cl 2.3431 -0.5733 0.7782 0.422 -0.025 -0.080 -0.0205
Cl -2.3910 1.0418 0.4878 -0.404 0.499 -0.383 -0.0666
Cl -1.2690 -1.6743 -0.5571 -0.104 -0.185 -0.259 -0.0737
```
Positions in Å, forces in eV/Å.

Values from the calculation:
Charge = +1
Multiplicity = 1
Gap between HOMO and LUMO = 7.703 eV

---

Density functional theory data (ωB97M-V/def2-TZVPD) for one molecule with the formula C19H24BrN3O3S.

XYZ file:
```
51
Properties=species:S:1:pos:R:3:forces:R:3:mulliken_charge:R:1
C 0.1793 -2.3098 -2.1091 0.077 -0.019 0.149 -2.1492
C 0.4928 -1.6138 -0.8325 -0.527 0.544 -0.252 0.4276
C -0.0469 -0.4547 -0.3343 0.291 -0.220 -0.142 0.3944
C -1.0633 0.4742 -0.9009 -0.093 -0.337 -0.376 -0.6695
O -0.7386 1.4188 -1.6101 0.140 0.248 -0.181 -0.7056
N -2.3363 0.2187 -0.5601 -0.125 -0.036 -0.152 0.3626
C -2.6864 -0.7932 0.4221 -0.055 -0.518 0.298 -0.2751
C -4.1981 -0.9803 0.4577 0.094 0.063 0.091 -1.0625
C -4.8933 0.3091 0.9089 0.000 -0.007 -0.018 -0.5733
C -4.1137 1.5365 0.4209 -0.067 -0.068 -0.095 -0.4402
C -3.3614 1.2014 -0.8605 -0.108 0.507 -0.102 -0.8939
C 0.5922 -0.2032 0.9058 -0.128 0.349 0.327 1.4297
S 0.3356 1.3078 1.7646 0.085 -0.080 -0.094 1.2478
O 1.1572 1.3535 2.9369 0.203 -0.068 -0.201 -0.7587
O -1.0682 1.5588 1.9213 -0.024 0.098 -0.301 -0.6219
N 0.8713 2.4661 0.6616 -0.716 -0.223 0.832 -0.3794
C 2.0120 2.2047 -0.0806 0.993 -0.154 -0.387 0.1572
C 2.1208 2.6192 -1.4075 -0.157 0.021 0.193 -0.6223
C 3.2520 2.3157 -2.1392 0.001 0.011 0.068 -0.7060
C 4.2830 1.5764 -1.5816 0.087 -0.055 0.045 -0.5972
C 4.1611 1.1821 -0.2625 0.069 -0.113 -0.032 -0.0833
Br 5.5317 0.1150 0.5148 0.021 0.056 -0.014 -0.1805
C 3.0602 1.4998 0.5063 0.112 0.104 -0.131 -0.1772
C 1.4970 -1.2158 1.1300 -0.018 0.164 0.387 -0.0285
C 2.3864 -1.4546 2.2922 0.094 -0.051 -0.031 -1.9633
N 1.4232 -2.0685 0.0695 -0.136 0.463 0.285 0.3579
C 2.2382 -3.2452 -0.0634 0.268 -0.301 0.086 -1.0979
H -0.2168 -3.3107 -1.9322 -0.036 -0.067 -0.076 0.3788
H -0.5655 -1.7310 -2.6480 -0.046 0.001 -0.070 0.4354
H 1.0655 -2.3937 -2.7381 0.003 -0.032 -0.103 0.4819
H -2.1945 -1.7328 0.1540 -0.055 0.110 0.117 0.4178
H -2.3279 -0.4815 1.4108 -0.021 -0.120 -0.049 0.2243
H -4.5418 -1.2670 -0.5380 -0.015 -0.066 -0.009 0.3382
H -4.4400 -1.7986 1.1367 0.015 -0.048 -0.065 0.3892
H -5.9114 0.3236 0.5155 -0.032 0.014 0.064 0.3064
H -4.9585 0.3339 1.9969 -0.078 -0.022 0.037 0.3169
H -3.3762 1.8346 1.1681 -0.061 0.080 -0.028 0.1158
H -4.7870 2.3761 0.2491 0.035 0.054 0.018 0.4497
H -4.0428 0.8093 -1.6241 0.035 0.091 -0.003 0.3158
H -2.8566 2.0796 -1.2684 -0.124 -0.160 -0.002 0.4725
H 0.1053 2.8262 0.1090 -0.211 -0.109 0.004 0.3996
H 1.3006 3.1507 -1.8622 -0.110 0.041 -0.073 0.3531
H 3.3275 2.6383 -3.1664 -0.020 0.038 -0.093 0.3941
H 5.1559 1.3123 -2.1578 0.057 -0.017 -0.019 0.4324
H 2.9939 1.2151 1.5427 0.166 -0.036 0.071 1.1370
H 3.4325 -1.4920 1.9882 0.083 0.027 0.020 0.2816
H 2.1442 -2.4033 2.7721 -0.012 -0.059 0.073 0.5286
H 2.2492 -0.6526 3.0120 0.076 -0.065 0.031 0.3585
H 2.0320 -3.9450 0.7490 0.008 -0.019 -0.070 0.3101
H 3.2960 -2.9773 -0.0282 -0.035 -0.032 -0.048 0.3119
H 2.0287 -3.7331 -1.0111 0.000 0.015 0.022 0.4588
```
Positions in Å, forces in eV/Å.

Values from the calculation:
Multiplicity = 1
SMILES string = Cc1c(C(=O)N2CCCCC2)c(S(=O)(=O)Nc2cccc(Br)c2)c(C)n1C
Gap between HOMO and LUMO = 8.951 eV

---

Density functional theory data (ωB97M-V/def2-TZVPD) for one molecule with the formula C4H5ClF2O.

XYZ file:
```
13
Properties=species:S:1:pos:R:3:forces:R:3:mulliken_charge:R:1
F -2.8347 0.6549 -1.8830 -0.911 -0.354 0.150 -0.2510
C -1.9125 0.5927 -0.8711 3.182 -0.485 -5.021 -0.2047
C -0.6541 0.4518 -1.4879 -1.254 1.622 3.192 -0.1143
O 0.5529 0.7990 -0.9312 0.536 -0.309 1.198 -0.3112
C 0.7131 1.0879 0.4499 0.760 -1.906 -0.854 -0.7938
C 0.5470 -0.0681 1.3818 1.591 -2.471 -1.962 0.0935
F -0.6275 -0.8610 1.1966 2.237 1.994 1.569 -0.2274
Cl 2.0209 -1.2466 0.9111 -1.429 0.524 0.417 -0.2066
H -2.4097 0.5530 0.0514 0.341 0.106 1.360 0.3790
H -0.3508 0.2987 -2.5220 -1.452 0.002 -0.082 0.3397
H 1.7981 1.2140 0.6603 -0.681 0.901 -0.754 0.4947
H 0.1276 1.8807 0.8230 -0.921 1.382 0.039 0.4193
H 1.0553 0.3233 2.2898 -1.998 -1.007 0.748 0.3827
```
Positions in Å, forces in eV/Å.

Values from the calculation:
Multiplicity = 1
SMILES string = F/C=C/OC[C@@H](F)Cl
Gap between HOMO and LUMO = 9.388 eV

---

Density functional theory data (ωB97M-V/def2-TZVPD) for a 10-piece molecular cluster, C22H60N4O26S6 overall.

XYZ file:
```
118
Properties=species:S:1:pos:R:3:forces:R:3:mulliken_charge:R:1
C 10.3715 31.5242 -16.8685 0.631 1.058 0.346 -1.6106
C 10.3260 32.5656 -15.7182 1.528 -2.143 -1.760 0.5589
O 9.4092 31.9957 -14.8542 -1.894 0.587 3.718 0.1152
S 9.0570 32.8703 -13.4540 1.341 3.760 -2.355 0.9318
C 7.9407 34.1208 -14.2719 1.394 -0.776 -0.567 -0.7054
O 8.2891 32.0735 -12.5761 0.063 -1.064 0.462 -0.4490
O 10.2753 33.6159 -13.0115 -2.355 -2.222 -0.942 -0.5447
H 10.7299 30.5437 -16.5550 0.142 0.160 0.243 0.4072
H 11.1150 32.0132 -17.4979 -0.115 -0.614 -0.831 0.4556
H 9.4017 31.3939 -17.3485 0.165 0.324 -0.086 0.1165
H 11.2974 32.5358 -15.2247 0.210 0.533 -0.089 -0.1594
H 10.1374 33.5353 -16.1788 -0.625 0.202 0.552 0.2546
H 6.9229 34.1180 -13.8818 0.423 0.265 0.255 0.2479
H 7.9378 33.8531 -15.3285 -0.404 -0.484 0.062 0.0579
H 8.5186 35.0429 -14.3346 -0.523 0.278 0.904 0.3733
C 2.2315 38.8589 -12.1085 1.952 0.045 -0.182 -1.1677
C 3.1418 38.0137 -11.1479 -2.312 -0.633 0.320 -0.2510
O 4.4653 37.8472 -11.6163 1.640 -0.568 -0.443 -0.3420
S 5.0931 36.3314 -11.8040 0.670 1.191 -2.509 1.2257
C 4.9716 35.7051 -10.1382 0.488 -0.138 -0.017 -0.8522
O 4.1697 35.6185 -12.6790 0.952 0.395 1.555 -0.6097
O 6.4748 36.4948 -12.2912 -2.728 -0.112 1.646 -0.5802
H 1.1482 38.9004 -11.9957 0.182 -0.690 0.553 0.3446
H 2.4950 38.4400 -13.0797 -0.405 0.131 -0.245 0.3093
H 2.5532 39.9002 -12.1257 0.178 0.027 0.053 0.2919
H 3.1677 38.3527 -10.1123 0.150 0.448 -0.095 0.3670
H 2.6809 37.0272 -11.0963 -0.175 -0.138 -0.069 0.2989
H 3.9003 35.5475 -10.0140 0.236 -0.250 0.344 0.3526
H 5.4162 36.3357 -9.3683 -0.320 0.641 -0.409 0.3896
H 5.5860 34.8098 -10.0430 -0.440 -0.288 -0.489 0.2447
C 12.1470 37.3555 -15.5566 -1.114 -0.855 -0.274 -1.4140
C 12.3004 35.8049 -15.7015 -0.263 1.249 -1.489 0.1846
O 13.3543 35.2528 -14.9457 2.010 -0.421 -0.261 -0.0879
S 14.9347 35.4094 -15.5387 -1.164 0.579 0.444 1.1718
C 15.5285 36.1857 -13.9971 0.015 -0.289 -1.827 -0.9559
O 15.5454 34.0974 -15.6327 -0.888 1.364 -0.353 -0.6139
O 14.9420 36.3808 -16.6613 -0.009 -2.283 2.440 -0.5981
H 11.8823 37.6556 -14.5428 0.803 -0.055 0.284 0.3466
H 11.2310 37.6765 -16.0525 -0.212 -0.384 -0.458 0.4616
H 12.9091 37.9531 -16.0569 0.369 -0.306 0.536 0.3424
H 11.3904 35.2466 -15.4817 0.079 0.232 0.632 -0.2699
H 12.5100 35.5285 -16.7349 -0.162 0.397 -0.305 0.4528
H 14.7038 36.8337 -13.7005 0.564 0.258 0.071 0.2916
H 16.4038 36.6408 -14.4606 0.152 0.668 0.849 0.4478
H 15.8110 35.4590 -13.2354 -0.165 -0.023 -0.316 0.2599
C 3.0604 28.6072 -8.2316 -0.799 -0.100 1.075 -1.0167
C 4.5326 28.6402 -8.5256 -0.240 -0.024 0.129 -0.2940
O 4.9491 29.9294 -8.9457 0.230 1.700 -2.273 -0.3319
S 4.7818 30.3390 -10.5660 2.435 -0.611 1.139 1.2017
C 5.4442 32.1025 -10.4566 -0.127 -0.905 0.162 -1.0370
O 5.8093 29.5041 -11.2383 -2.742 1.775 0.713 -0.5944
O 3.3653 30.3548 -10.8617 1.430 -0.156 -0.321 -0.6299
H 2.3542 28.8633 -9.0214 0.555 -0.531 -0.557 0.2829
H 2.7281 29.3010 -7.4594 0.573 0.162 0.352 0.2893
H 2.8742 27.6155 -7.8192 -0.418 -0.145 -0.204 0.3652
H 5.1679 28.5058 -7.6502 -0.387 -0.266 0.248 0.2976
H 4.7794 27.8188 -9.1983 0.263 0.331 -0.494 0.2653
H 6.3915 32.0997 -9.9176 -0.166 -0.417 0.198 0.4711
H 4.7231 32.7509 -9.9589 -0.146 -0.424 -0.009 0.3384
H 5.6948 32.5139 -11.4344 -0.414 -0.539 -0.294 0.3912
C 17.1252 32.2096 -10.0768 -0.346 0.113 -0.158 -1.2761
C 15.8048 33.0035 -10.1468 0.770 0.507 0.086 0.2009
O 14.7784 32.1291 -10.5271 -3.244 -0.687 -0.770 -0.3363
S 13.2168 32.7706 -10.9021 0.683 2.279 2.323 1.2044
C 13.5194 33.2460 -12.6707 -0.626 -0.267 1.147 0.0083
O 12.2515 31.7050 -10.6937 1.685 0.905 -0.942 -0.5750
O 13.0102 34.0146 -10.0924 0.916 -2.864 -2.152 -0.6798
H 17.9953 32.8648 -10.0341 -0.166 0.229 0.267 0.3818
H 17.3082 31.5746 -10.9436 -0.386 0.021 -0.117 0.3265
H 17.1123 31.5688 -9.1951 0.055 0.037 -0.020 0.3162
H 15.5814 33.4299 -9.1689 0.002 0.114 0.003 0.2731
H 15.8110 33.8143 -10.8753 0.501 0.245 -0.011 0.0204
H 14.4446 33.8189 -12.7324 0.134 -0.566 0.212 -0.2216
H 12.7414 33.9389 -12.9911 -0.288 -0.409 0.272 0.0223
H 13.5044 32.3128 -13.2337 0.244 0.237 -0.099 0.2774
C 10.5119 35.2416 -20.8461 0.825 -0.266 -0.639 -1.1441
C 9.0195 34.9505 -21.1115 2.174 0.411 1.167 -0.0747
O 8.3157 35.5035 -20.0025 -1.790 -0.733 2.273 -0.4237
S 7.7621 34.4601 -18.7898 0.015 1.694 -1.028 1.0876
C 6.3525 33.7557 -19.7353 0.815 -0.617 0.840 -0.9294
O 8.8353 33.4643 -18.6534 -2.113 1.476 0.374 -0.3678
O 7.2460 35.3032 -17.6928 1.596 -1.841 -2.138 -0.6445
H 10.7429 36.2702 -20.5689 -0.465 0.175 -0.306 0.3337
H 11.1019 34.9859 -21.7262 -0.094 0.295 -0.447 0.3872
H 11.0503 34.6587 -20.0988 -0.863 -0.419 0.443 0.2305
H 8.6910 35.5243 -21.9781 -0.162 -0.441 -0.074 0.3578
H 8.9168 33.8671 -21.1735 -0.447 0.093 -0.329 0.1859
H 5.6883 33.2052 -19.0691 0.383 -0.119 0.240 0.3059
H 6.9164 33.0557 -20.3519 -0.597 -0.072 -0.362 0.3055
H 5.7045 34.4486 -20.2721 0.743 0.392 0.037 0.3974
C 4.6629 29.8201 -18.3445 0.439 -0.767 -0.815 -0.6685
N 5.8844 30.2098 -19.1529 1.368 2.375 -2.160 0.7415
O 5.7170 30.5216 -20.3735 -0.061 -1.007 2.980 -0.5058
O 7.0043 30.2886 -18.6251 -2.338 -0.572 -0.363 -0.4152
H 3.8517 29.6713 -19.0572 0.331 -0.256 -0.039 0.3097
H 4.2947 30.5431 -17.6165 0.944 0.165 0.081 0.2664
H 5.0330 28.8920 -17.9091 -0.648 0.072 0.415 0.2597
C 11.3477 29.8895 -12.9166 -0.444 0.335 0.267 -0.3350
N 10.9559 28.6832 -13.6916 0.158 -3.013 0.164 1.0052
O 11.4481 28.4380 -14.7691 0.672 1.540 -0.786 -0.5731
O 10.2462 27.8117 -13.1820 -0.175 1.592 0.834 -0.5717
H 12.3542 29.8214 -12.5038 -0.037 -0.597 -0.282 0.4629
H 10.6559 29.9527 -12.0767 0.008 0.272 -0.304 0.3176
H 11.3343 30.7434 -13.5940 -0.276 -0.113 0.121 -0.3188
C 12.2177 30.6377 -21.7792 -0.850 -0.826 0.777 -0.5755
N 12.7875 30.3442 -20.3942 2.579 0.817 0.819 0.7474
O 13.0783 31.3222 -19.6504 -1.381 -2.105 -1.845 -0.4307
O 13.1693 29.1958 -20.1731 -1.054 1.329 -0.227 -0.4863
H 11.3180 31.2335 -21.6253 0.535 0.572 -0.161 0.1579
H 11.8569 29.7038 -22.2102 0.353 -0.145 0.269 0.3131
H 13.0139 31.0263 -22.4140 -0.213 0.386 0.404 0.2796
C 7.4046 28.8008 -14.8965 2.573 -0.281 1.218 -0.5168
N 6.0034 29.0494 -14.8223 -0.157 4.560 -1.404 1.0390
O 5.6577 30.2551 -15.0029 0.277 -2.045 0.195 -0.5507
O 5.2699 28.1685 -14.5883 -1.962 -2.127 0.451 -0.5687
H 7.5998 28.0290 -14.1519 0.164 0.046 -0.067 0.3643
H 7.9074 29.7240 -14.6086 -0.027 -0.123 -0.078 -0.1166
H 7.8423 28.4606 -15.8350 -0.841 0.089 -0.313 0.3298
```
Positions in Å, forces in eV/Å.

Values from the calculation:
Multiplicity = 1
SMILES string = CCOS(C)(=O)=O.CCOS(C)(=O)=O.CCOS(C)(=O)=O.CCOS(C)(=O)=O.CCOS(C)(=O)=O.CCOS(C)(=O)=O.C[N+](=O)[O-].C[N+](=O)[O-].C[N+](=O)[O-].C[N+](=O)[O-]
Gap between HOMO and LUMO = 10.027 eV

---

What is the formula in the fourth record?
C22H60N4O26S6

---

Please write out number 1 again, unchanged.
Density functional theory data (ωB97M-V/def2-TZVPD) for an isolated ion of composition Cl3OP2 and charge +1.

XYZ file:
```
6
Properties=species:S:1:pos:R:3:forces:R:3:mulliken_charge:R:1
O 0.3014 0.6731 -0.6224 0.078 0.266 -0.208 -0.1100
P 1.8310 0.6489 -0.6824 -0.440 -0.109 0.179 0.6876
P -0.8156 -0.1161 0.5960 0.449 -0.446 0.752 0.5833
Cl 2.3431 -0.5733 0.7782 0.422 -0.025 -0.080 -0.0205
Cl -2.3910 1.0418 0.4878 -0.404 0.499 -0.383 -0.0666
Cl -1.2690 -1.6743 -0.5571 -0.104 -0.185 -0.259 -0.0737
```
Positions in Å, forces in eV/Å.

Values from the calculation:
Charge = +1
Multiplicity = 1
Gap between HOMO and LUMO = 7.703 eV

---

Number 3 is which compound?
C4H5ClF2O

---

Which value of gap between HOMO and LUMO does entry 1 give?
7.703 eV